(1)
Below is a 5-piece molecular cluster, C24H50N3O11 overall, with properties calculated with wB97M-V/def2-TZVPD.

Geometry (Å):
1 O -1.731 -28.702 -26.368
2 O -6.180 -28.278 -18.689
3 O -10.825 -33.802 -16.256
4 O -2.478 -28.666 -21.745
5 O -4.010 -30.287 -16.732
6 O 1.023 -27.648 -25.922
7 O -13.849 -32.945 -18.925
8 O -4.033 -24.579 -15.578
9 O 0.373 -27.756 -21.388
10 O -8.177 -28.463 -21.319
11 O -8.179 -25.290 -18.054
12 N -11.542 -31.650 -18.024
13 N -6.995 -25.609 -20.681
14 N -4.010 -27.145 -15.984
15 C -12.010 -31.466 -19.417
16 C -1.272 -28.441 -25.204
17 C 0.711 -27.894 -23.644
18 C -6.908 -24.319 -20.004
19 C -13.508 -31.657 -19.419
20 C 0.240 -27.923 -24.957
21 C -10.270 -32.334 -17.969
22 C -2.776 -26.416 -16.193
23 C -10.649 -34.450 -14.999
24 C -9.907 -32.751 -16.466
25 C -3.812 -28.367 -15.136
26 C -9.135 -24.953 -17.053
27 C -0.136 -28.053 -22.552
28 C -4.155 -23.442 -14.785
29 C -1.611 -28.414 -22.727
30 C -15.173 -33.027 -18.688
31 C -2.111 -28.500 -24.004
32 C -7.929 -24.148 -18.847
33 C -8.358 -27.234 -22.077
34 C -8.288 -25.895 -21.323
35 C -8.274 -29.578 -22.153
36 C -2.750 -25.146 -15.352
37 C -3.385 -31.395 -17.352
38 C -3.161 -29.612 -15.784
39 H -2.752 -26.132 -17.245
40 H -9.090 -25.914 -20.585
41 H -4.082 -23.710 -13.731
42 H -2.774 -30.309 -15.041
43 H -15.358 -34.044 -18.342
44 H -10.402 -33.778 -14.177
45 H -11.814 -30.441 -19.731
46 H -2.488 -25.502 -14.356
47 H -9.529 -31.629 -18.348
48 H -8.650 -24.958 -16.077
49 H -13.997 -31.576 -20.389
50 H -9.965 -25.658 -17.112
51 H -11.618 -34.859 -14.712
52 H -15.485 -32.216 -18.030
53 H -2.419 -31.167 -17.802
54 H -13.913 -30.799 -18.882
55 H -5.149 -23.005 -14.882
56 H -7.473 -23.446 -18.148
57 H -8.901 -33.165 -16.399
58 H -3.162 -28.604 -24.229
59 H -9.308 -27.273 -22.610
60 H -6.393 -25.662 -21.490
61 H -2.005 -24.422 -15.681
62 H 1.755 -27.643 -23.522
63 H -15.762 -32.934 -19.601
64 H -1.841 -26.959 -16.052
65 H -5.598 -29.037 -18.773
66 H -7.592 -27.217 -22.852
67 H -3.290 -32.221 -16.647
68 H -10.009 -31.893 -15.802
69 H -8.597 -25.131 -22.037
70 H -9.610 -23.972 -17.037
71 H -3.199 -28.210 -14.248
72 H -6.222 -27.701 -19.456
73 H -5.929 -27.802 -17.894
74 H -8.862 -23.758 -19.252
75 H -10.342 -33.188 -18.641
76 H -8.239 -30.560 -21.681
77 H -7.433 -29.611 -22.847
78 H -9.796 -35.129 -14.983
79 H -9.239 -29.535 -22.659
80 H -11.598 -32.130 -20.178
81 H -2.182 -29.465 -16.241
82 H -4.591 -26.403 -15.622
83 H -4.023 -31.701 -18.181
84 H -3.363 -22.716 -14.972
85 H -4.791 -28.743 -14.838
86 H -5.968 -24.206 -19.463
87 H -12.080 -32.488 -17.855
88 H -6.885 -23.447 -20.658

Values from the calculation:
Total charge = -1
HOMO-LUMO gap = 2.56 eV


(2)
Below is C83H171CuF6N10O13S2 as an isolated structure, with properties calculated with wB97M-V/def2-TZVPD.

Geometry (Å):
1 Cu -0.521 -0.093 -1.984
2 S 1.404 1.204 -0.353
3 S -0.433 -0.123 1.262
4 F 2.871 -0.260 1.376
5 F -1.476 -2.114 2.702
6 F 0.533 -2.435 1.983
7 F 4.027 0.509 -0.253
8 F -1.223 -2.446 0.599
9 F 3.430 1.819 1.329
10 O 0.834 -1.415 -3.046
11 O -1.707 0.439 0.897
12 O -1.741 1.535 -2.037
13 O -2.013 -7.247 -1.325
14 O 3.370 7.370 -4.731
15 O 0.316 0.318 2.412
16 O 0.821 5.149 1.020
17 O 0.950 2.417 0.216
18 O 0.740 -6.079 7.208
19 O -2.822 2.913 0.239
20 O 6.141 0.100 -4.848
21 O -4.146 -2.624 4.645
22 O 1.791 1.056 -1.739
23 N 6.697 0.115 -3.603
24 N -3.155 4.224 0.733
25 N 1.024 -2.752 -3.605
26 N 0.726 -5.292 6.073
27 N -5.575 -2.437 4.495
28 N -2.164 0.622 -3.071
29 N 1.310 5.293 2.363
30 N 3.092 6.207 -3.948
31 N 0.535 -0.101 -0.076
32 N -1.390 -6.652 -0.188
33 C -7.219 -1.392 3.091
34 C 0.641 -3.431 7.803
35 C -7.771 -3.479 4.448
36 C 1.488 -3.587 -2.544
37 C -1.735 5.278 -1.002
38 C 2.165 -6.731 4.826
39 C 3.443 6.105 1.566
40 C -4.855 5.397 2.071
41 C 2.584 6.691 3.856
42 C 3.091 -1.578 -4.483
43 C 0.734 5.228 4.732
44 C 7.013 1.540 -3.279
45 C -5.730 3.562 0.706
46 C -1.076 5.786 3.116
47 C -0.608 -7.670 0.471
48 C -4.137 4.889 -1.573
49 C 2.513 -2.914 -1.576
50 C 1.562 7.767 1.811
51 C -3.642 -0.424 -5.132
52 C 3.126 -5.074 6.502
53 C -3.252 -0.295 -2.628
54 C 2.099 -4.863 -3.044
55 C -0.019 -3.124 5.340
56 C -5.816 -4.142 6.096
57 C -6.252 -3.744 4.632
58 C -4.431 4.073 1.494
59 C 8.415 -0.816 -2.135
60 C 3.872 4.716 -5.658
61 C 1.019 -2.011 -5.959
62 C -2.890 2.608 -4.392
63 C -0.648 -1.928 1.712
64 C -0.066 -7.109 1.783
65 C -3.781 -6.848 0.842
66 C 3.126 -4.758 -4.092
67 C 1.037 4.408 -2.981
68 C -5.823 -4.845 3.709
69 C 0.032 -4.088 6.500
70 C 5.623 2.232 -3.115
71 C 2.256 6.706 -2.865
72 C -1.459 -4.462 6.824
73 C -5.165 -2.336 1.970
74 C 0.206 4.998 3.280
75 C 8.877 0.582 -1.688
76 C 7.067 -2.267 -3.715
77 C 2.181 6.462 2.361
78 C -2.005 1.356 -4.381
79 C 1.888 -2.529 -4.746
80 C 2.601 5.222 -4.899
81 C 3.016 0.819 0.533
82 C 7.731 1.645 -1.940
83 C 1.751 5.452 -2.046
84 C -3.538 -1.221 -3.801
85 C 8.894 -0.636 -4.591
86 C 0.562 -7.975 -0.510
87 C -4.878 -0.320 3.492
88 C 7.786 2.297 -4.324
89 C 2.014 -4.258 4.406
90 C -0.530 1.843 -4.478
91 C -2.014 -5.447 1.890
92 C 0.983 7.520 -3.288
93 C 1.507 5.681 -5.860
94 C -2.512 -5.996 0.503
95 C -1.298 -9.011 0.825
96 C 2.090 4.051 -4.076
97 C 0.218 -3.980 -1.687
98 C 1.432 6.592 4.876
99 C -0.247 3.525 3.161
100 C -1.135 -6.456 2.654
101 C -2.973 -4.870 -0.470
102 C 3.175 7.649 -2.031
103 C -3.176 5.193 -0.397
104 C -4.068 3.085 2.595
105 C -2.396 0.332 -5.450
106 C 1.417 -2.908 4.910
107 C 2.005 -5.346 5.489
108 C -8.126 -2.645 3.205
109 C 2.538 -3.874 -5.213
110 C 7.782 -0.872 -3.520
111 C -2.783 -1.169 -1.424
112 C -4.852 6.564 1.105
113 C -3.596 6.580 0.224
114 C -5.705 -1.659 3.216
115 C -4.535 0.405 -2.176
116 H 3.233 -3.581 -5.997
117 H -1.896 -9.377 -0.015
118 H 6.989 1.543 -1.141
119 H 0.671 8.081 -2.394
120 H -0.150 2.544 -3.743
121 H 0.139 6.846 -3.394
122 H -4.320 -2.974 2.149
123 H -7.932 -3.264 2.310
124 H 7.509 3.343 -4.177
125 H 8.872 2.167 -4.220
126 H 1.224 7.611 0.793
127 H 2.996 -4.139 3.965
128 H -1.440 -5.009 7.758
129 H -3.157 3.375 3.139
130 H 5.812 3.284 -2.932
131 H -2.523 3.233 -3.573
132 H -4.929 2.976 3.259
133 H -1.955 -3.493 6.984
134 H -3.708 -5.333 -1.146
135 H 9.207 0.546 -0.630
136 H 7.781 -3.060 -3.440
137 H 4.291 7.169 -4.886
138 H 0.747 -6.397 1.587
139 H 1.921 -2.189 -1.028
140 H 3.176 5.791 0.528
141 H 4.193 5.443 -6.417
142 H 1.400 -4.681 3.582
143 H 0.679 7.295 4.602
144 H -1.419 4.345 -1.442
145 H 6.143 -2.288 -3.141
146 H -1.717 5.393 3.927
147 H 2.934 -0.550 -4.255
148 H 1.195 8.187 -4.132
149 H -3.584 -1.930 -1.431
150 H -5.826 5.221 2.512
151 H -4.122 -2.802 5.580
152 H -6.287 4.378 0.233
153 H 0.544 5.924 -5.404
154 H 4.134 -5.436 6.221
155 H -1.714 -7.260 3.131
156 H -0.675 -5.945 3.504
157 H 3.393 -2.449 -1.978
158 H 1.188 -7.094 -0.710
159 H -2.008 -4.957 6.048
160 H -1.386 -7.108 -2.045
161 H 5.013 2.054 -4.022
162 H 9.572 0.133 -4.266
163 H -6.786 -4.501 6.514
164 H 1.115 -8.838 -0.163
165 H 8.562 -0.439 -5.607
166 H -5.662 6.349 0.387
167 H -0.510 -2.180 5.633
168 H -2.013 -8.830 1.638
169 H -3.867 5.685 -2.280
170 H -2.674 6.918 0.727
171 H 4.148 7.193 -1.745
172 H -6.435 3.164 1.484
173 H 2.309 8.543 1.995
174 H -9.203 -2.425 3.186
175 H -4.986 1.012 -2.974
176 H -2.521 0.889 -6.363
177 H -2.787 3.060 -5.380
178 H 8.187 2.641 -1.961
179 H 0.606 2.808 3.105
180 H 2.825 -3.661 -0.843
181 H 1.871 6.558 -6.400
182 H -2.758 -0.665 -0.480
183 H 2.986 7.730 3.848
184 H 0.597 -4.097 8.670
185 H 0.642 8.051 2.342
186 H 1.416 4.840 -6.564
187 H 0.069 -2.504 7.889
188 H 3.679 -1.415 -5.401
189 H 0.842 3.495 -2.417
190 H 4.103 5.438 2.134
191 H -3.892 -1.073 -5.965
192 H 2.498 -7.537 5.450
193 H -4.503 -1.639 -3.564
194 H 3.751 3.744 -6.147
195 H 1.796 -4.546 -5.677
196 H -4.922 0.438 2.717
197 H -3.962 2.094 2.167
198 H -2.591 1.731 -1.453
199 H -7.396 -1.030 2.054
200 H 1.250 -5.430 -3.444
201 H -0.612 -3.660 4.587
202 H -8.146 -3.021 5.371
203 H -1.838 -1.689 -1.617
204 H -6.406 -5.758 4.069
205 H 2.356 -5.415 -2.177
206 H -0.408 -4.610 -2.341
207 H -4.420 1.138 -1.350
208 H -4.186 -7.402 0.000
209 H 2.927 -6.622 4.049
210 H 2.993 -5.639 7.425
211 H -1.567 5.590 2.150
212 H -2.921 -2.108 -3.701
213 H 1.218 -7.106 4.437
214 H -2.168 -4.386 -1.047
215 H -5.918 -2.889 1.417
216 H -6.224 -4.748 2.687
217 H 7.474 2.007 -5.306
218 H 0.177 0.985 -4.542
219 H 0.077 4.733 -3.393
220 H 6.824 -2.410 -4.754
221 H 1.592 -2.048 4.254
222 H 6.833 0.191 -5.534
223 H -7.548 -0.585 3.725
224 H -4.832 -1.520 1.276
225 H -3.813 -0.587 3.634
226 H 1.569 -2.118 -6.904
227 H -2.116 2.658 0.813
228 H 7.747 -1.349 -1.423
229 H -4.074 3.921 -2.105
230 H -0.625 -9.733 1.225
231 H -3.557 -7.453 1.715
232 H 1.687 -1.150 -2.649
233 H 9.439 -1.586 -4.779
234 H -3.803 7.157 -0.666
235 H 1.768 3.245 -4.769
236 H 9.183 -1.560 -2.123
237 H 2.679 7.934 -1.125
238 H 0.010 -2.460 -5.890
239 H -4.506 -6.071 1.101
240 H 3.980 -4.242 -3.694
241 H -4.749 -5.006 3.802
242 H 1.244 4.333 5.071
243 H -3.452 -4.070 0.163
244 H 1.960 -2.701 5.840
245 H 3.875 -1.912 -3.812
246 H -5.078 -4.926 6.193
247 H 3.208 -4.006 6.712
248 H -0.470 2.413 -5.400
249 H 1.674 -3.138 7.717
250 H 5.123 1.752 -2.283
251 H -5.256 -0.341 -1.829
252 H -4.409 0.334 -4.936
253 H 0.392 -6.932 6.937
254 H -0.990 6.846 3.206
255 H 4.666 4.578 -4.909
256 H 1.194 5.879 -1.218
257 H 3.464 8.575 -2.544
258 H -2.900 -5.188 2.483
259 H -5.088 7.509 1.575
260 H -0.815 3.477 2.256
261 H -5.232 0.114 4.436
262 H -3.961 2.480 -4.243
263 H 1.061 4.235 0.887
264 H 3.454 -5.742 -4.453
265 H 2.692 5.008 -1.791
266 H -4.228 5.659 2.921
267 H -8.273 -4.452 4.379
268 H 1.781 6.810 5.890
269 H -1.370 -4.573 1.728
270 H 0.160 -8.312 -1.464
271 H -1.501 -0.237 -5.625
272 H 4.065 7.017 1.506
273 H -1.669 6.057 -1.794
274 H -0.829 3.241 4.035
275 H -5.384 2.777 0.047
276 H -0.359 -3.062 -1.573
277 H 0.416 -7.918 2.329
278 H 0.902 -0.918 -5.832
279 H -5.478 -3.312 6.730
280 H 3.426 6.087 4.177
281 H -0.200 5.267 5.329
282 H -5.166 4.984 -1.232
283 H 2.992 3.623 -3.538
284 H 9.825 0.810 -2.231
285 H 0.443 -4.332 -0.666
286 H -1.063 5.468 -0.186

Values from the calculation:
Total charge = +1
2S+1 = 2
HOMO-LUMO gap (spin up / spin down) = 7.90 / 4.07 eV
⟨S²⟩ = 0.755


(3)
Below is a 15-piece molecular cluster, C23H76O15 overall, with properties calculated with wB97M-V/def2-TZVPD.

Geometry (Å):
1 O -8.081 1.563 -2.536
2 O 2.956 -1.220 -4.601
3 O 6.328 -7.213 -0.253
4 O -3.212 -2.308 4.494
5 O 1.493 1.876 6.629
6 O -4.329 1.655 4.460
7 O -2.181 5.703 -3.627
8 O -2.874 -1.355 -7.471
9 O -4.840 -2.882 -1.640
10 O 6.696 1.228 3.474
11 O 1.961 3.783 0.239
12 O -1.674 5.115 1.599
13 O 5.053 3.463 -5.728
14 O 8.121 0.934 -0.219
15 O 1.143 0.574 -1.723
16 C -5.540 1.942 3.857
17 C 4.289 -1.592 -4.200
18 C 4.339 -5.968 -1.033
19 C 0.568 -0.450 -0.893
20 C 1.499 -0.718 0.282
21 C 4.979 -7.324 -0.815
22 C -6.536 1.116 4.561
23 C -0.884 -0.014 -0.431
24 C -5.072 -2.993 -3.086
25 C 3.878 3.796 -5.026
26 C 7.032 1.287 -1.024
27 C -3.301 -3.690 4.263
28 C -1.943 -4.205 4.112
29 C 5.405 1.498 3.988
30 C 1.262 1.925 5.238
31 C 3.223 4.388 0.543
32 C -1.831 5.302 3.012
33 C 4.991 -8.145 -2.065
34 C -5.426 1.648 2.373
35 C -3.234 -0.427 -6.435
36 C -6.834 1.957 -3.065
37 C -4.001 -4.252 5.511
38 C -1.560 4.471 -3.963
39 H -1.567 6.417 -3.814
40 H 2.417 2.092 6.770
41 H 1.538 2.955 5.016
42 H -4.212 0.711 4.330
43 H 4.618 -2.438 -4.804
44 H 6.774 2.328 -0.827
45 H 4.477 -5.400 -0.113
46 H 5.463 -7.478 -2.787
47 H -2.598 6.040 3.244
48 H -4.724 2.315 1.874
49 H -6.621 1.345 -3.941
50 H -0.665 4.329 -3.358
51 H -2.029 4.382 3.562
52 H 5.634 -9.021 -1.983
53 H -6.083 1.819 -2.286
54 H -4.290 -0.161 -6.385
55 H -2.176 3.589 -3.783
56 H 5.232 2.524 4.312
57 H 3.941 3.572 0.628
58 H 0.237 1.758 4.908
59 H -1.593 -3.655 3.238
60 H -8.022 0.737 -2.049
61 H -2.732 -2.133 5.307
62 H 2.445 -0.970 -0.197
63 H 3.214 4.839 1.535
64 H -1.226 4.462 -5.001
65 H 5.524 4.299 -5.763
66 H -1.600 0.130 -1.241
67 H 0.439 -1.340 -1.510
68 H 6.179 0.626 -0.871
69 H -4.319 -3.640 -1.367
70 H -4.143 -3.310 -3.559
71 H 1.307 1.384 -1.234
72 H -3.846 -3.895 3.341
73 H -1.303 -3.890 4.936
74 H 4.035 -8.447 -2.492
75 H 5.105 0.793 4.763
76 H -0.828 0.954 0.067
77 H 4.953 -0.740 -4.348
78 H -6.592 0.136 4.087
79 H -2.749 0.516 -6.684
80 H 3.362 2.861 -4.808
81 H 1.181 -1.546 0.915
82 H -5.479 -2.147 -3.639
83 H -5.778 -3.812 -3.226
84 H -5.198 0.641 2.024
85 H -6.751 2.968 -3.462
86 H -6.362 1.898 1.873
87 H 6.348 -6.511 0.402
88 H 4.069 4.339 -4.101
89 H 3.454 5.156 -0.195
90 H 4.887 -5.415 -1.796
91 H -3.127 -2.243 -7.209
92 H -1.201 -0.831 0.217
93 H 4.325 -7.818 -0.097
94 H -0.917 5.701 3.451
95 H 7.270 1.193 -2.084
96 H 1.218 4.272 0.599
97 H -2.815 -0.700 -5.467
98 H -1.867 -5.279 3.939
99 H 3.282 4.466 -5.646
100 H 4.298 -1.844 -3.140
101 H 4.674 1.336 3.196
102 H -3.506 -3.971 6.440
103 H 7.326 1.099 4.186
104 H 1.878 1.157 4.769
105 H -4.163 -5.319 5.358
106 H -7.552 1.505 4.495
107 H -5.715 3.005 4.017
108 H 3.318 -6.034 -1.408
109 H 7.830 1.043 0.689
110 H 2.541 -0.692 -3.916
111 H 1.585 0.216 0.837
112 H -5.007 -3.836 5.567
113 H -6.306 0.965 5.616
114 H -2.576 5.180 1.278

Values from the calculation:
Energy above the lowest of the compared OMol25 structures with the same formula, charge and spin = 3.9125 eV
HOMO-LUMO gap = 10.13 eV